i:
DFT (wB97M-V/def2-TZVPD) results for a cluster of 6 separate species, H12O6 in total.

Structure (XYZ):
```
18
Properties=species:S:1:pos:R:3:mulliken_charge:R:1
H 0.435 2.286 -1.023 0.305
H 0.576 1.487 0.262 0.325
H -2.301 3.238 -0.328 0.295
H -1.620 3.743 0.933 0.339
H 1.252 -2.592 -0.712 0.292
H -0.043 -3.372 -0.553 0.315
H 4.711 -0.013 0.280 0.312
H 6.180 0.319 0.484 0.322
H -1.308 -1.826 2.066 0.293
H -1.198 -2.116 0.578 0.329
H -3.645 -1.427 -1.661 0.305
H -2.748 -0.200 -1.669 0.306
O 0.890 2.287 -0.174 -0.641
O -2.490 3.612 0.540 -0.627
O 0.422 -2.595 -0.222 -0.637
O 5.490 0.306 -0.189 -0.633
O -1.452 -2.522 1.414 -0.599
O -2.897 -1.030 -1.202 -0.600
```

The SMILES is O.O.O.O.O.O. Its LUMO energy is -0.001 hartree. As for the net charge: 0. As for the HOMO energy: -10.537 eV. The spin multiplicity is 1. The calculation puts the gap between HOMO and LUMO at 10.51 eV. The calculation puts the molecular weight at 108.09 g/mol.

=====

ii:
DFT (wB97M-V/def2-TZVPD) results for a cluster of 6 separate species, H12O6 in total.

Structure (XYZ):
```
18
Properties=species:S:1:pos:R:3:mulliken_charge:R:1
O -5.038 26.846 16.038 -0.668
H -5.224 26.616 16.954 0.296
H -4.736 25.949 15.684 0.344
O -4.198 25.567 13.092 -0.649
H -3.478 26.143 13.337 0.339
H -4.777 26.300 12.872 0.318
O -5.742 28.093 13.640 -0.570
H -6.652 28.371 13.602 0.235
H -5.518 27.926 14.527 0.302
O -3.548 28.940 12.069 -0.596
H -2.895 29.538 12.417 0.325
H -4.103 28.765 12.761 0.314
O -6.155 26.415 11.084 -0.592
H -6.148 26.254 10.117 0.288
H -6.534 27.283 11.072 0.329
O -7.703 29.022 11.189 -0.628
H -8.342 28.915 10.499 0.296
H -7.152 29.672 10.825 0.316
```

The SMILES is O.O.O.O.O.O. Its LUMO energy is 0.017 hartree. As for the net charge: 0. As for the HOMO energy: -10.487 eV. The spin multiplicity is 1. The calculation puts the gap between HOMO and LUMO at 10.95 eV. The calculation puts the molecular weight at 108.09 g/mol.

=====

iii:
DFT (wB97M-V/def2-TZVPD) results for a cluster of 6 separate species, H12O6 in total.

Structure (XYZ):
```
18
Properties=species:S:1:pos:R:3:mulliken_charge:R:1
O 0.076 0.241 -0.349 -0.650
H 0.548 0.129 0.477 0.337
H 0.763 0.270 -1.015 0.332
O 2.141 -0.019 -2.673 -0.658
H 2.145 -0.688 -3.357 0.320
H 1.906 0.789 -3.128 0.319
O -2.721 -0.279 0.156 -0.622
H -1.810 -0.150 -0.108 0.386
H -2.666 -0.642 1.040 0.301
O -1.902 -1.132 -2.837 -0.617
H -1.579 -0.465 -3.443 0.297
H -1.902 -0.700 -1.983 0.301
O 1.312 -0.493 2.203 -0.721
H 1.571 -1.403 2.058 0.292
H 2.139 -0.016 2.270 0.347
O -0.264 1.730 3.360 -0.610
H -0.179 1.667 4.311 0.312
H 0.424 1.159 3.019 0.334
```

The SMILES is O.O.O.O.O.O. Its LUMO energy is 0.003 hartree. As for the net charge: 0. As for the HOMO energy: -10.737 eV. The spin multiplicity is 1. The calculation puts the gap between HOMO and LUMO at 10.82 eV. The calculation puts the molecular weight at 108.09 g/mol.

=====

iv:
DFT (wB97M-V/def2-TZVPD) results for a cluster of 6 separate species, H12O6 in total.

Structure (XYZ):
```
18
Properties=species:S:1:pos:R:3:mulliken_charge:R:1
O -3.405 1.976 11.358 -0.665
H -4.293 2.349 11.409 0.320
H -3.418 1.361 10.593 0.325
O -5.177 3.937 8.318 -0.632
H -4.718 4.599 8.871 0.356
H -6.033 4.264 8.017 0.282
O -4.317 2.062 6.146 -0.647
H -4.897 1.565 6.736 0.299
H -4.433 2.931 6.531 0.369
O -2.110 3.522 7.544 -0.577
H -2.339 3.036 6.743 0.286
H -1.997 2.837 8.220 0.301
O -1.346 3.183 10.176 -0.631
H -1.854 3.018 11.019 0.372
H -0.561 2.705 10.399 0.251
O -2.768 5.743 9.053 -0.690
H -2.311 4.994 9.454 0.359
H -2.386 5.647 8.156 0.323
```

The SMILES is O.O.O.O.O.O. Its LUMO energy is 0.010 hartree. As for the net charge: 0. As for the HOMO energy: -10.700 eV. The spin multiplicity is 1. The calculation puts the gap between HOMO and LUMO at 10.97 eV. The calculation puts the molecular weight at 108.09 g/mol.

=====

Most stable to least stable, the ends of the list are iv and i.

=====

i:
DFT (wB97M-V/def2-TZVPD) results for a cluster of 6 separate species, H12O6 in total.

Structure (XYZ):
```
18
Properties=species:S:1:pos:R:3:mulliken_charge:R:1
H -0.266 1.017 0.539 0.269
H 0.576 -0.181 -0.159 0.317
H -1.488 2.938 -1.177 0.307
H -0.988 4.356 -0.854 0.301
H -0.818 -2.555 1.072 0.288
H -2.386 -2.211 0.751 0.318
H 1.942 2.867 2.176 0.296
H 0.633 3.439 2.154 0.296
H -1.743 -0.520 -2.364 0.312
H -0.323 0.067 -2.375 0.281
H 1.345 -4.118 -1.010 0.302
H 1.936 -3.695 0.359 0.317
O 0.475 0.397 0.671 -0.566
O -1.074 3.755 -1.538 -0.609
O -1.613 -2.176 1.422 -0.610
O 1.112 2.640 2.493 -0.593
O -0.789 -0.693 -2.456 -0.610
O 2.086 -4.099 -0.481 -0.616
```

The SMILES is O.O.O.O.O.O. Its LUMO energy is -0.004 hartree. As for the net charge: 0. As for the HOMO energy: -11.070 eV. The spin multiplicity is 1. The calculation puts the gap between HOMO and LUMO at 10.97 eV. The calculation puts the molecular weight at 108.09 g/mol.

=====

ii:
DFT (wB97M-V/def2-TZVPD) results for a cluster of 6 separate species, H12O6 in total.

Structure (XYZ):
```
18
Properties=species:S:1:pos:R:3:mulliken_charge:R:1
O -2.770 0.719 -2.753 -0.619
H -2.979 -0.022 -3.321 0.330
H -2.791 0.356 -1.867 0.331
O 3.163 -0.030 0.112 -0.693
H 3.005 -0.875 0.532 0.426
H 2.509 0.555 0.495 0.346
O 1.492 1.732 1.535 -0.673
H 1.173 2.147 0.734 0.332
H 0.699 1.480 2.008 0.296
O -2.493 0.412 0.205 -0.711
H -3.274 0.364 0.756 0.285
H -2.234 1.333 0.235 0.338
O 0.069 -0.524 -0.447 -0.611
H -0.691 -0.194 0.033 0.400
H -0.305 -0.998 -1.190 0.271
O 2.001 -2.147 1.318 -0.723
H 1.429 -1.469 0.959 0.345
H 1.997 -2.840 0.658 0.331
```

The SMILES is O.O.O.O.O.O. Its LUMO energy is -0.011 hartree. As for the net charge: 0. As for the HOMO energy: -9.896 eV. The spin multiplicity is 1. The calculation puts the gap between HOMO and LUMO at 9.61 eV. The calculation puts the molecular weight at 108.09 g/mol.

=====

iii:
DFT (wB97M-V/def2-TZVPD) results for a cluster of 6 separate species, H12O6 in total.

Structure (XYZ):
```
18
Properties=species:S:1:pos:R:3:mulliken_charge:R:1
O -1.858 -1.198 -2.019 -0.632
H -2.049 -0.576 -2.721 0.326
H -2.716 -1.517 -1.741 0.311
O 1.846 -2.607 -2.978 -0.640
H 1.779 -3.227 -3.704 0.316
H 1.003 -2.155 -2.970 0.319
O 2.497 3.284 -0.247 -0.638
H 1.916 2.536 -0.115 0.319
H 3.349 2.895 -0.443 0.314
O -1.465 4.179 2.171 -0.639
H -1.121 3.317 1.935 0.326
H -2.228 4.296 1.605 0.309
O -0.218 0.250 0.965 -0.647
H -0.249 -0.540 1.504 0.322
H -0.564 -0.025 0.115 0.333
O -0.292 -2.806 2.724 -0.647
H -0.069 -2.889 3.652 0.320
H 0.440 -3.216 2.264 0.327
```

The SMILES is O.O.O.O.O.O. Its LUMO energy is 0.009 hartree. As for the net charge: 0. As for the HOMO energy: -11.152 eV. The spin multiplicity is 1. The calculation puts the gap between HOMO and LUMO at 11.40 eV. The calculation puts the molecular weight at 108.09 g/mol.

=====

Most stable to least stable, the ends of the list are ii and i.

=====

i:
DFT (wB97M-V/def2-TZVPD) results for a cluster of 6 separate species, H12O6 in total.

Structure (XYZ):
```
18
Properties=species:S:1:pos:R:3:mulliken_charge:R:1
H -0.364 -1.745 -0.106 0.280
H -1.557 -2.113 -0.973 0.286
H -1.868 2.944 -0.303 0.288
H -2.180 1.780 0.623 0.298
H -0.980 0.627 -0.270 0.417
H -1.155 0.544 1.238 0.244
H 3.220 0.618 -0.887 0.321
H 4.135 1.808 -0.648 0.299
H 2.619 -1.425 0.043 0.298
H 3.582 -0.447 0.696 0.386
H -4.674 -0.404 0.067 0.306
H -3.371 -1.171 0.225 0.333
O -1.324 -1.663 -0.153 -0.561
O -1.506 2.110 0.018 -0.650
O -0.567 0.270 0.525 -0.626
O 3.946 0.918 -0.328 -0.646
O 3.552 -1.304 0.256 -0.655
O -3.776 -0.458 -0.280 -0.619
```

The SMILES is O.O.O.O.O.O. Its LUMO energy is 0.015 hartree. As for the net charge: 0. As for the HOMO energy: -9.333 eV. The spin multiplicity is 1. The calculation puts the gap between HOMO and LUMO at 9.75 eV. The calculation puts the molecular weight at 108.09 g/mol.

=====

ii:
DFT (wB97M-V/def2-TZVPD) results for a cluster of 6 separate species, H12O6 in total.

Structure (XYZ):
```
18
Properties=species:S:1:pos:R:3:mulliken_charge:R:1
O 0.129 2.676 1.836 -0.631
H 0.394 2.327 0.979 0.360
H 0.686 2.276 2.490 0.273
O -0.474 -1.331 1.202 -0.649
H -0.486 -0.773 0.438 0.299
H -1.277 -0.966 1.607 0.344
O 0.568 1.016 -0.394 -0.620
H 0.289 0.567 -1.164 0.197
H 1.372 0.504 -0.155 0.465
O -0.932 -1.068 -2.104 -0.641
H -1.435 -1.046 -2.926 0.292
H 0.038 -1.126 -2.256 0.309
O 2.926 -0.346 0.269 -0.678
H 3.301 -0.330 1.167 0.320
H 2.912 -1.248 0.036 0.312
O -2.555 -0.082 -0.067 -0.622
H -3.434 -0.473 -0.256 0.315
H -2.022 -0.578 -0.698 0.357
```

The SMILES is O.O.O.O.O.O. Its LUMO energy is -0.002 hartree. As for the net charge: 0. As for the HOMO energy: -10.375 eV. The spin multiplicity is 1. The calculation puts the gap between HOMO and LUMO at 10.31 eV. The calculation puts the molecular weight at 108.09 g/mol.

=====

Most stable to least stable, the ends of the list are ii and i.

=====

i:
DFT (wB97M-V/def2-TZVPD) results for an isolated molecule of C22H31N5O3S.

Structure (XYZ):
```
62
Properties=species:S:1:pos:R:3:mulliken_charge:R:1
C 4.125 2.417 0.952 -0.994
H 3.260 2.544 0.305 0.123
H 5.024 2.546 0.356 0.285
H 4.102 3.186 1.720 0.433
C 4.106 1.037 1.605 -0.803
N 4.150 -0.027 0.621 0.398
S 2.694 -0.851 0.486 1.322
O 2.140 -1.126 1.785 -0.808
O 2.903 -1.970 -0.389 -0.768
C 1.657 0.375 -0.309 0.896
C 0.550 0.806 0.391 -0.107
C -0.308 1.751 -0.167 -0.200
C -0.019 2.254 -1.433 -0.619
C 1.094 1.803 -2.117 -1.025
C 1.957 0.854 -1.578 0.330
C 3.165 0.385 -2.318 -1.692
H 3.105 0.659 -3.368 0.515
H 3.263 -0.693 -2.223 0.304
H 4.057 0.836 -1.885 0.089
H 1.298 2.199 -3.101 0.425
H -0.677 2.982 -1.877 0.578
N -1.448 2.113 0.557 -0.130
C -2.586 2.706 0.079 0.422
O -2.643 3.318 -0.964 -0.629
C -3.822 2.438 0.942 -1.191
N -4.283 1.059 0.845 0.023
C -3.613 0.133 1.747 0.157
C -4.212 -1.269 1.607 -1.325
N -4.110 -1.710 0.229 0.030
C -2.839 -2.061 -0.199 0.592
N -1.891 -2.124 0.739 -0.249
C -0.661 -2.469 0.396 -0.682
C -0.282 -2.758 -0.902 -0.415
C -1.270 -2.724 -1.879 -0.620
C -2.561 -2.383 -1.535 -0.469
H -3.338 -2.371 -2.284 0.312
H -1.033 -2.963 -2.907 0.433
H 0.744 -2.993 -1.131 0.500
H 0.059 -2.486 1.203 0.592
C -4.895 -0.821 -0.604 -1.413
H -4.910 -1.164 -1.637 0.374
C -4.305 0.589 -0.533 -0.024
H -4.908 1.289 -1.117 0.512
H -3.295 0.551 -0.978 0.114
H -5.918 -0.819 -0.221 0.450
H -3.661 -1.963 2.240 0.504
H -5.268 -1.267 1.883 0.460
H -3.748 0.497 2.768 0.425
H -2.539 0.018 1.538 -0.131
H -4.622 3.086 0.569 0.427
H -3.632 2.677 1.990 0.461
H -1.504 1.687 1.472 0.394
H 0.365 0.377 1.364 0.498
C 5.349 -0.837 0.562 -0.535
C 6.520 -0.090 -0.066 -1.158
H 6.804 0.767 0.540 0.277
H 6.259 0.257 -1.062 0.259
H 7.374 -0.757 -0.143 0.424
H 5.629 -1.189 1.565 0.370
H 5.090 -1.705 -0.046 0.336
H 3.190 0.918 2.190 0.447
H 4.955 0.937 2.289 0.497
```

The SMILES is CCN(CC)S(=O)(=O)c1cc(NC(=O)CN2CCN(c3ccccn3)CC2)ccc1C. Its LUMO energy is 0.024 hartree. As for the net charge: 0. As for the HOMO energy: -7.820 eV. The spin multiplicity is 1. The calculation puts the gap between HOMO and LUMO at 8.47 eV. The calculation puts the molecular weight at 445.59 g/mol.

=====

ii:
DFT (wB97M-V/def2-TZVPD) results for an isolated molecule of C22H31N5O3S.

Structure (XYZ):
```
62
Properties=species:S:1:pos:R:3:mulliken_charge:R:1
C -4.849 -2.158 1.776 -0.967
H -5.832 -1.716 1.649 0.242
H -4.906 -2.921 2.548 0.404
H -4.552 -2.623 0.840 0.309
C -3.806 -1.112 2.165 -0.608
N -3.521 -0.129 1.140 0.296
S -2.862 -0.725 -0.276 1.271
O -3.854 -0.928 -1.301 -0.784
O -2.084 -1.870 0.096 -0.630
C -1.737 0.618 -0.696 0.547
C -0.544 0.549 -0.002 -0.305
C 0.420 1.542 -0.141 -0.536
C 0.149 2.624 -0.976 -0.583
C -1.039 2.667 -1.675 -1.044
C -2.007 1.668 -1.565 1.057
C -3.263 1.777 -2.374 -2.015
H -3.824 0.850 -2.344 0.289
H -3.014 2.011 -3.408 0.541
H -3.889 2.585 -1.996 0.354
H -1.231 3.500 -2.336 0.445
H 0.874 3.415 -1.072 0.505
N 1.621 1.407 0.550 0.080
C 2.545 2.357 0.848 0.620
O 2.437 3.541 0.629 -0.663
C 3.753 1.732 1.555 -0.892
N 4.055 0.469 0.927 0.307
C 4.726 0.638 -0.351 -0.767
C 5.036 -0.753 -0.926 -0.922
N 4.128 -1.728 -0.362 -0.020
C 2.844 -1.735 -0.866 0.804
N 2.602 -0.899 -1.878 -0.229
C 1.410 -0.912 -2.451 -0.626
C 0.380 -1.745 -2.062 -0.437
C 0.628 -2.630 -1.018 -0.547
C 1.866 -2.633 -0.411 -0.626
H 2.081 -3.336 0.379 0.445
H -0.150 -3.296 -0.682 0.496
H -0.584 -1.713 -2.543 0.470
H 1.288 -0.203 -3.261 0.420
C 4.381 -1.916 1.051 -0.924
H 3.505 -2.361 1.521 0.353
C 4.698 -0.554 1.722 -0.788
H 5.788 -0.402 1.791 0.321
H 4.293 -0.537 2.736 0.449
H 5.227 -2.601 1.177 0.303
H 4.920 -0.751 -2.008 0.462
H 6.052 -1.067 -0.671 0.377
H 5.654 1.227 -0.247 0.439
H 4.046 1.174 -1.016 0.355
H 3.478 1.568 2.601 0.377
H 4.587 2.452 1.528 0.308
H 1.889 0.461 0.798 0.036
H -0.377 -0.305 0.635 0.465
C -4.333 1.060 1.029 -0.337
C -5.735 0.859 0.453 -1.256
H -5.677 0.247 -0.442 0.286
H -6.166 1.824 0.197 0.432
H -6.390 0.374 1.172 0.332
H -4.396 1.512 2.025 0.449
H -3.771 1.742 0.388 0.127
H -2.859 -1.621 2.363 0.295
H -4.111 -0.574 3.067 0.436
```

The SMILES is CCN(CC)S(=O)(=O)c1cc(NC(=O)CN2CCN(c3ccccn3)CC2)ccc1C. Its LUMO energy is 0.021 hartree. As for the net charge: 0. As for the HOMO energy: -7.955 eV. The spin multiplicity is 1. The calculation puts the gap between HOMO and LUMO at 8.54 eV. The calculation puts the molecular weight at 445.59 g/mol.

=====

Most stable to least stable, the ends of the list are i and ii.